1.
The following is a quantum chemistry calculation of the molecule C4H11N3S at a distorted geometry, from the OMol25 dataset.

Frontier orbital gap (eV): 9.203
Energy relative to the best compared isomer or geometry (same formula, charge and spin) (eV): 2.687
SMILES: C/N=C(/NS)[C@@H](C)N

Each line ends with the Löwdin charge.
Positions of all 19 atoms, in Å:
C1 0.432 2.405 -0.240  -0.09
C2 0.490 -0.046 -0.131  -0.53
C3 -0.989 -0.341 -0.084  -0.32
C4 -1.481 -1.680 -0.661  -0.06
H1 -0.083 2.432 -1.169  0.05
H2 1.176 3.229 -0.097  0.07
H3 -0.186 2.496 0.726  0.08
H4 1.039 -2.048 -0.194  0.02
H5 3.167 0.532 -0.413  -0.02
H6 -1.625 0.518 -0.399  0.14
H7 -1.430 -1.586 -1.819  0.11
H8 -0.828 -2.526 -0.265  0.08
H9 -2.526 -1.933 -0.532  0.06
H10 -0.495 -0.847 1.919  0.06
H11 -0.907 0.630 1.793  0.03
N1 1.138 1.050 -0.156  -0.07
N2 1.247 -1.142 0.076  -0.32
N3 -1.153 -0.252 1.442  0.05
S1 3.013 -0.892 0.203  0.64

2.
The following is a quantum chemistry calculation of the ion C4H11N4 with charge +1 at a distorted geometry, from the OMol25 dataset.

Total charge: +1
Frontier orbital gap (eV): 9.580
Energy relative to the best compared isomer or geometry (same formula, charge and spin) (eV): 3.969
SMILES: [H]/N=N/[C@H]1[NH2+]CCN1C

Each line ends with the Löwdin charge.
Positions of all 19 atoms, in Å:
C1 -0.892 0.018 0.929  -0.14
C2 -1.016 -1.314 0.133  -0.06
C3 1.050 0.015 -0.264  -0.30
C4 -0.439 2.005 -0.550  0.03
N1 3.071 -0.793 0.362  0.14
N2 1.926 -0.576 0.736  -0.01
N3 0.034 0.797 0.172  -0.18
N4 0.247 -1.329 -0.698  0.10
H1 -1.897 0.451 0.926  0.12
H2 -0.555 -0.154 2.062  0.17
H3 -0.903 -2.182 0.746  0.12
H4 -1.876 -1.383 -0.422  0.10
H5 1.582 0.598 -1.128  0.19
H6 -0.065 1.987 -1.511  0.07
H7 -1.438 1.758 -0.544  0.06
H8 -0.229 2.913 -0.006  0.11
H9 3.600 -1.116 1.135  0.07
H10 1.001 -2.070 -0.537  0.18
H11 0.082 -1.492 -1.756  0.21

3.
The following is a quantum chemistry calculation of the ion C4H11N4 with charge +1 at a distorted geometry, from the OMol25 dataset.

Total charge: +1
Frontier orbital gap (alpha / beta) (eV): 7.145 / 6.390
Energy relative to the best compared isomer or geometry (same formula, charge and spin) (eV): 1.152
Multiplicity: 3

Each line ends with the Löwdin charge.
Positions of all 19 atoms, in Å:
C1 -0.514 -1.926 -0.215  -0.17
C2 1.242 -0.214 -0.524  -0.20
C3 2.765 1.452 -1.247  -0.12
C4 -2.529 0.380 1.615  -0.01
N1 0.361 -1.148 -0.858  0.07
N2 -1.394 -1.513 0.730  0.04
N3 1.622 0.670 -1.467  -0.07
N4 -1.313 -0.389 1.433  0.01
H1 -0.891 -2.933 -0.587  0.15
H2 1.593 -0.049 0.556  0.16
H3 2.438 2.581 -1.032  0.12
H4 3.284 1.227 -0.260  0.10
H5 3.313 1.498 -2.254  0.12
H6 -3.282 -0.506 1.520  0.13
H7 -2.647 0.799 2.592  0.09
H8 -2.604 1.139 0.747  0.14
H9 -2.291 -1.859 0.801  0.12
H10 1.406 0.596 -2.484  0.18
H11 -0.560 0.195 0.933  0.16

4.
The following is a quantum chemistry calculation of a structure of composition C4H11N5 at a distorted geometry, from the OMol25 dataset.

Frontier orbital gap (eV): 8.934
Energy relative to the best compared isomer or geometry (same formula, charge and spin) (eV): 9.135

Each line ends with the Löwdin charge.
Positions of all 20 atoms, in Å:
C1 -2.074 -1.496 0.259  -0.09
C2 0.884 0.204 0.125  -0.54
C3 2.005 0.800 0.923  -0.08
C4 -1.814 0.733 -0.905  -0.30
H1 -3.056 -1.846 -0.284  0.11
H2 -2.288 -1.359 1.336  0.07
H3 -1.244 -2.419 0.056  0.13
H4 -0.506 0.650 1.466  0.06
H5 1.580 2.019 1.281  0.16
H6 2.374 0.151 2.127  0.19
H7 2.948 0.662 0.090  0.09
H8 2.806 -0.454 -0.329  0.11
H9 2.294 -1.672 -1.997  0.19
H10 -2.591 0.650 -1.798  0.15
H11 -0.929 2.495 -0.008  0.06
N1 -1.455 -0.228 -0.040  -0.26
N2 -0.395 -0.068 0.853  0.05
N3 0.859 -0.318 -0.931  -0.02
N4 2.172 -0.534 -1.434  -0.09
N5 -1.571 2.031 -0.794  0.01

5.
The following is a quantum chemistry calculation of the ion C4H11N5 with charge +2 at a distorted geometry, from the OMol25 dataset.

Total charge: +2
Frontier orbital gap (eV): 7.490
Energy relative to the best compared isomer or geometry (same formula, charge and spin) (eV): 2.985

Each line ends with the Löwdin charge.
Positions of all 20 atoms, in Å:
C1 0.130 1.408 -2.032  -0.13
C2 -0.606 0.992 -0.810  -0.06
C3 0.263 0.588 0.383  -0.21
C4 -0.794 -1.618 0.822  0.03
N1 1.236 1.390 0.801  0.23
N2 -1.881 0.680 -1.016  0.27
N3 1.256 -1.050 1.742  0.16
N4 1.362 1.126 -2.073  0.21
N5 0.268 -0.608 0.928  -0.13
H1 -0.654 1.579 -2.886  0.17
H2 -1.445 -1.574 1.702  0.13
H3 -1.461 -1.605 -0.081  0.11
H4 -0.374 -2.614 0.711  0.11
H5 1.526 1.129 1.765  0.16
H6 -2.185 1.043 -1.999  0.20
H7 -2.381 0.057 -0.290  0.19
H8 2.094 -0.488 1.617  0.12
H9 1.312 -2.116 1.862  0.19
H10 1.741 1.195 -3.045  0.14
H11 1.684 2.079 0.320  0.10

6.
The following is a quantum chemistry calculation of a cluster of 3 separate species, C4H11NO in total at a distorted geometry, from the OMol25 dataset.

Total charge: -1
Frontier orbital gap (alpha / beta) (eV): 5.815 / 5.377
Energy relative to the best compared isomer or geometry (same formula, charge and spin) (eV): 2.590
Multiplicity: 2

Each line ends with the Löwdin charge.
Positions of all 17 atoms, in Å:
N1 1.593 0.040 -1.348  0.01
C1 0.794 0.841 -0.526  -0.26
C2 -2.762 -0.681 -0.595  -0.17
C3 -1.316 -0.516 -0.801  -0.18
C4 -0.491 0.504 -0.147  -0.16
H1 1.132 -0.535 -2.030  0.04
H2 2.012 -0.687 -0.738  0.07
H3 1.139 1.731 -0.161  0.02
H4 1.134 1.502 2.388  -0.17
H5 -2.975 -0.040 0.285  0.06
H6 -3.541 -0.376 -1.324  0.06
H7 -3.190 -1.615 -0.201  0.06
H8 -0.665 -1.398 -0.887  0.08
H9 -1.052 1.123 0.567  0.07
H10 2.088 0.547 1.679  -0.17
H11 3.288 -0.214 2.338  -0.03
O1 2.810 -0.224 1.500  -0.33

7.
The following is a quantum chemistry calculation of a cluster of 2 separate species, C4H11NO in total at a distorted geometry, from the OMol25 dataset.

Total charge: -1
Frontier orbital gap (alpha / beta) (eV): 2.794 / 9.851
Energy relative to the best compared isomer or geometry (same formula, charge and spin) (eV): 0.115
Multiplicity: 2

Each line ends with the Löwdin charge.
Positions of all 17 atoms, in Å:
C1 1.584 0.340 -2.035  -0.21
C2 0.591 0.734 -3.124  -0.22
H1 1.780 1.203 -1.388  0.06
H2 1.119 -0.469 -1.436  0.03
H3 2.457 -0.145 -2.590  0.08
H4 1.198 1.354 -3.748  0.04
H5 0.180 -0.147 -3.544  0.04
H6 -0.218 1.374 -2.772  0.05
C3 -1.074 0.956 1.771  -0.31
C4 -0.480 -0.282 1.323  -0.73
O1 0.494 -0.604 0.634  -0.03
N1 -1.129 -1.337 1.878  0.07
H7 -0.204 1.683 1.689  0.08
H8 -1.359 0.892 2.776  -0.02
H9 -0.883 -2.216 1.560  0.04
H10 -1.967 -1.165 2.456  0.00
H11 -1.880 1.335 1.165  0.03

8.
The following is a quantum chemistry calculation of the molecule C4H11NO at a distorted geometry, from the OMol25 dataset.

Frontier orbital gap (eV): 10.163
Energy relative to the best compared isomer or geometry (same formula, charge and spin) (eV): 2.968
SMILES: COCCCN

Each line ends with the Löwdin charge.
Positions of all 17 atoms, in Å:
C1 2.798 -0.373 -0.189  -0.06
C2 0.727 0.537 0.291  -0.35
C3 -0.659 0.642 -0.370  -0.17
C4 -1.587 -0.422 0.277  -0.37
H1 3.188 -1.305 -0.628  0.06
H2 2.959 0.500 -1.115  0.15
H3 3.392 -0.131 0.790  0.11
H4 1.457 1.353 0.012  0.10
H5 0.625 0.717 1.443  0.14
H6 -0.651 0.656 -1.434  0.10
H7 -1.049 1.680 -0.032  0.13
H8 -1.106 -1.398 0.070  0.12
H9 -1.584 -0.445 1.385  0.12
H10 -3.583 0.288 0.171  0.12
H11 -3.362 -1.266 -0.307  0.08
N1 -2.842 -0.352 -0.315  -0.06
O1 1.276 -0.683 -0.050  -0.21